Record 1
The following is a DFT calculation (wB97M-V/def2-TZVPD) of a 3-piece molecular cluster, C4H4OSi overall at a distorted geometry.

```
10
Properties=species:S:1:pos:R:3:nbo_charge:R:1
C -0.125 -1.319 -3.628 -0.3296
C 0.858 1.859 2.255 -0.1405
C -0.836 -0.520 -3.253 -0.2340
C 1.060 0.830 1.637 -0.5427
O -0.452 -0.899 -0.315 -1.1512
Si 0.902 -0.553 0.278 1.7997
H 0.736 -1.698 -4.076 0.2170
H 1.204 2.591 2.915 0.2318
H 2.256 -1.329 0.240 -0.1784
H -1.580 -0.287 -1.929 0.3279
```

lowest unoccupied orbital energy: -0.038 hartree
2S+1: 1

Record 2
The following is a DFT calculation (wB97M-V/def2-TZVPD) of C4H4S in the gas phase at a distorted geometry.

```
9
Properties=species:S:1:pos:R:3:nbo_charge:R:1
C -0.058 0.625 0.067 -0.2751
C -1.215 -0.393 -0.009 -0.0324
C 1.297 0.785 0.045 -0.3169
C -2.345 -0.862 0.104 -0.2003
S 2.442 -0.544 0.085 0.0330
H -0.542 1.573 0.138 0.2252
H 1.683 -1.412 -0.431 0.1125
H 1.899 1.641 -0.181 0.2393
H -3.162 -1.414 0.183 0.2146
```

lowest unoccupied orbital energy: 0.018 hartree
SMILES: C#C/C=C\S
2S+1: 1

Record 3
The following is a DFT calculation (wB97M-V/def2-TZVPD) of C4H4S as an isolated structure at a distorted geometry.

```
9
Properties=species:S:1:pos:R:3:nbo_charge:R:1
C -0.726 -0.955 -0.172 -0.4785
C 0.347 -0.081 -0.200 0.2262
C -1.810 -0.034 0.015 0.1521
C -0.638 1.068 -0.069 -0.5870
S 2.546 -0.135 -0.187 -0.1028
H -0.854 -2.099 -0.192 0.2167
H 2.546 -1.129 0.701 0.1379
H -0.501 1.567 0.899 0.2095
H -0.910 1.798 -0.796 0.2260
```

lowest unoccupied orbital energy: -0.043 hartree
2S+1: 1

Record 4
The following is a DFT calculation (wB97M-V/def2-TZVPD) of C4H4S in the gas phase at a distorted geometry.

```
9
Properties=species:S:1:pos:R:3:nbo_charge:R:1
C -0.086 0.708 -0.006 -0.3180
C -1.115 -0.332 -0.005 -0.0546
C 1.279 0.813 -0.004 -0.3025
C -2.152 -0.985 -0.003 -0.2026
S 2.398 -0.530 0.002 0.0494
H -0.584 1.678 0.010 0.2304
H 1.460 -1.478 -0.016 0.1341
H 1.766 1.770 -0.001 0.2306
H -2.966 -1.645 0.020 0.2332
```

lowest unoccupied orbital energy: 0.026 hartree
SMILES: C#C/C=C\S
2S+1: 1

Record 5
The following is a DFT calculation (wB97M-V/def2-TZVPD) of C4H4S2 in the gas phase at a distorted geometry.

```
10
Properties=species:S:1:pos:R:3:nbo_charge:R:1
C 0.011 0.437 -0.352 -0.4890
C -1.151 0.818 0.480 -0.2685
C 0.295 -1.014 -0.447 -0.0099
C 0.462 -2.201 -0.466 -0.2010
H 1.741 0.787 1.187 0.1111
H -0.055 0.872 -1.398 0.2657
H -0.972 0.601 1.527 0.1978
H 0.632 -3.207 -0.507 0.2288
S 1.513 1.394 0.048 0.0424
S -2.476 1.513 -0.072 0.1226
```

lowest unoccupied orbital energy: -0.023 hartree
SMILES: C#C[C@H](S)C=S
2S+1: 1

Record 6
The following is a DFT calculation (wB97M-V/def2-TZVPD) of C4H4S2 in the gas phase at a distorted geometry.

```
10
Properties=species:S:1:pos:R:3:nbo_charge:R:1
C -0.614 -0.124 1.817 -0.2978
C -0.214 -0.418 0.411 -0.2218
C 0.377 0.506 -0.436 -0.1863
C 0.433 -0.064 -1.752 -0.3298
H -0.675 -1.047 2.472 0.2060
H -0.458 -1.453 0.226 0.2193
H 0.791 1.505 -0.262 0.2625
H 0.137 -1.091 -1.986 0.2132
S -0.600 1.372 2.546 0.0626
S 0.822 0.815 -3.036 0.0721
```

lowest unoccupied orbital energy: -0.073 hartree
SMILES: S=C/C=C/C=S
2S+1: 1

Calculated values (hartree) of E for the records, taken in order: -519.2758 -552.8647 -552.7617 -552.9011 -951.0801 -951.1003.
Calculated values (kJ/mol) of ΔE to the lowest compared entry with this formula, charge and spin for the records, taken in order: 5.55 334.18 604.61 238.83 242.64 189.61.
Calculated values (hartree) of highest occupied orbital energy for the records, taken in order: -0.3785 -0.3195 -0.3312 -0.3120 -0.3349 -0.3289.